Run P
ORCA calculation (ωB97M-V/def2-TZVPD) on a single C5H2O molecule.

The value obtained for the LUMO energy is -1.349 eV. As for the orbital gap: 0.3200 Eh. For the HOMO energy, the calculation gives -10.1 eV.

```
! RIJCOSX wB97M-V def2-TZVPD def2/J DEFGRID3
* xyz 0 1
O -1.1503 -1.4346 1.4128
C -0.6855 -0.4356 0.9314
C -0.6037 1.1168 -2.1591
C 0.6039 1.1071 -1.6978
C 0.8428 0.4271 -0.6142
C 0.7344 -0.3380 0.4365
H -1.2681 0.5009 0.8333
H 1.5264 -0.9438 0.8571
*
```

Computed natural (NBO) charges, given in elementary charges: atom 1 (O): -0.482, atom 2 (C): 0.420, atom 3 (C): 0.207, atom 4 (C): -0.457, atom 5 (C): 0.362, atom 6 (C): -0.468, atom 7 (H): 0.134, atom 8 (H): 0.283



Run Q
ORCA calculation (ωB97M-V/def2-TZVPD) on a single C5H2O molecule.

The value obtained for the LUMO energy is -0.469 eV. As for the orbital gap: 0.3516 Eh. As for the SMILES: C#CC#CC=O. For the HOMO energy, the calculation gives -10.0 eV.

```
! RIJCOSX wB97M-V def2-TZVPD def2/J DEFGRID3
* xyz 0 1
O -2.0778 -0.5337 -1.0087
C -2.0562 0.1582 -0.0159
C -0.8301 0.4571 0.6408
C 0.3622 0.3582 0.6239
C 1.6673 0.1084 0.3919
C 2.4822 -0.4085 -0.3284
H -2.9014 0.6229 0.4782
H 3.3538 -0.7625 -0.7818
*
```

Computed natural (NBO) charges, given in elementary charges: atom 1 (O): -0.470, atom 2 (C): 0.356, atom 3 (C): -0.099, atom 4 (C): 0.041, atom 5 (C): -0.118, atom 6 (C): -0.072, atom 7 (H): 0.128, atom 8 (H): 0.233



Among the structures above, stability is greatest for run Q.